The following is a DFT calculation (wB97M-V/def2-TZVPD) of C5H8O as an isolated structure.

XYZ file:
```
14
Properties=species:S:1:pos:R:3:forces:R:3
C -0.5446 1.0362 0.0320 -0.1278 0.1495 0.0235
H 2.2668 1.0893 -0.2862 -0.7986 -0.3665 0.1848
H -1.5423 1.3200 -0.3165 0.1493 -0.1155 0.1125
H -0.5844 -2.1104 -0.0950 -0.0161 0.2406 -0.0161
C 0.1221 -0.0594 -0.8697 -0.4428 0.0091 -0.1071
C -0.8718 -1.0569 -0.1810 -0.2522 -0.1366 0.0423
O 0.8671 -0.4090 1.2326 -0.5835 -0.0676 -0.1191
H 2.3960 -0.1218 -0.2842 -0.6665 -1.1577 0.2447
H 0.2271 0.0360 -1.9518 0.0901 -0.0453 0.2923
H -1.0785 -0.1536 1.9852 0.0672 0.0174 -0.2166
C 1.3054 -0.3939 -0.0352 2.6023 1.6836 -0.6858
H 0.0589 1.9128 0.2901 -0.0657 -0.2319 -0.0843
H -1.8893 -0.9540 -0.5679 0.1647 0.0100 0.1333
C -0.5730 -0.1357 1.0199 -0.1205 0.0108 0.1957
```
Forces are in eV/Å.

The calculation puts the HOMO-LUMO gap at 8.46 eV. The value obtained for the energy relative to the best compared isomer or geometry (same formula, charge and spin) is 529.1 kJ/mol.



The following is a DFT calculation (wB97M-V/def2-TZVPD) of one molecule with the formula C3H6N2O2.

XYZ file:
```
13
Properties=species:S:1:pos:R:3:forces:R:3
N 1.1508 0.9329 0.5442 1.5652 -1.7657 1.1824
H 0.7803 1.4047 -1.4308 -0.9792 -0.3650 0.3567
H 0.8157 1.8577 0.7391 0.9845 0.2755 0.7020
C -0.9006 0.2901 -0.7016 0.1988 1.4158 -3.1887
O 0.5455 -1.8770 0.0978 -3.8652 2.4196 3.6888
C -0.3732 -1.3560 0.8691 3.3568 -4.0066 -3.8747
H -2.3730 -0.5219 0.5477 2.7743 -0.1260 0.1076
N -1.2967 -0.4398 0.4156 -2.9640 0.3941 -0.5525
C 0.5596 0.5736 -0.7109 1.9707 1.6100 -1.9459
H 2.1399 0.5948 0.8499 -2.7975 1.2966 -1.1037
O -1.5116 0.6844 -1.7149 -0.2324 -1.4613 3.2441
H -0.5173 -1.9021 1.7889 -0.4343 0.5777 0.6944
H 0.9805 -0.2413 -1.2940 0.4223 -0.2647 0.6894
```
Forces are in eV/Å.

The structure (SMILES) is NCC(=O)NC=O. The calculation puts the HOMO-LUMO gap at 9.56 eV. The value obtained for the energy relative to the best compared isomer or geometry (same formula, charge and spin) is 279.9 kJ/mol.



The following is a DFT calculation (wB97M-V/def2-TZVPD) of C44H46N7O3Se2TaTe as an isolated structure.

XYZ file:
```
104
Properties=species:S:1:pos:R:3:forces:R:3
H 4.4462 -3.1905 -3.0615 0.0001 -0.0001 0.0005
O -1.0184 1.5993 -2.3750 0.1348 -0.0630 0.2301
C 0.1147 -4.4167 -0.5386 -0.0274 -0.0133 -0.0155
C 0.9667 -1.2640 -2.3332 0.0238 0.0220 0.1081
C -5.2650 1.0385 1.9600 0.0097 0.0080 0.0116
H 5.5151 -0.7384 1.0828 -0.0005 -0.0002 0.0006
C 0.3667 -2.4820 4.2275 -0.0106 -0.0021 -0.0344
C -3.2322 -0.6151 -5.2252 0.0047 -0.0120 -0.0168
C 1.1477 -2.9386 -5.5043 -0.0104 0.0067 -0.0014
H 1.5185 1.6141 -2.8964 -0.0057 -0.0035 0.0001
C -0.8500 -0.3084 -5.1170 -0.0118 -0.0090 0.0088
H 1.0935 5.0713 4.2700 0.0091 0.0243 0.0195
C 0.5379 -0.1659 3.5021 -0.0144 0.0847 -0.0221
C 0.7291 -2.9268 2.9635 0.0257 0.0051 0.0200
C -1.6076 -6.0418 -0.7815 0.0045 0.0035 0.0075
H 1.4491 3.0152 1.0742 0.0090 0.0083 -0.0454
C 4.6883 -0.2008 0.6382 0.0057 -0.0009 -0.0042
C 3.6674 -3.2896 -3.8130 -0.0051 -0.0048 0.0013
N 1.0017 0.2676 1.1012 0.0491 0.0549 0.0048
C -0.9401 4.4421 1.6416 0.0454 0.0016 0.0568
H 3.2851 -0.9504 2.0648 -0.0164 -0.0102 0.0189
C 3.4247 -0.3233 1.1977 -0.0301 -0.0350 -0.0732
C 2.2446 -1.8123 -2.2194 -0.0069 -0.0163 -0.0074
H 4.0192 1.9877 -1.8379 0.0021 0.0025 0.0039
H -2.1307 0.7495 -6.4670 -0.0015 -0.0002 0.0028
H 1.1625 -4.1323 -0.5167 -0.0071 -0.0186 0.0007
C 0.8444 -0.6311 2.2177 0.0119 -0.0011 0.0198
C -3.1693 -1.5603 -4.2101 -0.0138 -0.0257 -0.0031
O -2.3256 0.4449 -1.1037 -0.1442 0.0122 -0.0075
H 1.7791 2.8917 3.8990 0.0873 -0.1147 0.0228
H 0.7273 7.3851 3.4853 -0.0007 0.0036 -0.0004
H 2.4975 1.3947 4.5189 -0.0075 -0.0032 -0.0110
C -4.5088 0.4529 4.1472 0.0042 -0.0031 -0.0027
N 1.4433 2.0406 -0.8217 -0.0037 0.0387 0.0123
C -2.0505 -3.7529 -0.3186 0.0380 -0.0129 -0.0224
C -0.5509 6.7992 1.8676 0.0096 0.0091 0.0081
C -3.3686 -0.1680 2.1737 0.0600 -0.0168 -0.0083
C 0.2819 -1.1249 4.4905 -0.0586 0.0389 0.0087
C -0.2550 -5.7280 -0.7816 -0.0026 0.0030 0.0014
C 0.2610 6.5582 2.9668 0.0022 0.0129 0.0056
O 0.2853 -0.5385 -1.5106 -0.0350 0.0048 0.0069
H -4.6198 0.4575 5.2235 0.0012 0.0020 -0.0033
C 1.5649 3.2766 0.0248 0.0076 -0.0282 -0.0156
N -0.7623 -3.4317 -0.3277 -0.0645 -0.0335 -0.0650
H -4.1866 -0.3644 -5.6687 -0.0022 -0.0006 0.0001
H -6.2834 1.6075 3.7595 0.0014 0.0023 0.0021
C 0.9622 -1.9963 1.9708 0.1396 0.0526 0.0029
N -4.2376 0.4212 1.3794 -0.0749 -0.0251 -0.0200
H 1.1917 -2.3147 0.9598 -0.0027 0.0532 0.0650
H 1.3948 -2.2121 -6.2770 -0.0097 0.0037 -0.0005
H 4.0594 -2.9312 -4.7650 0.0021 0.0015 0.0015
H 0.0297 -0.8014 5.4903 0.0148 -0.0024 0.0069
H -0.7192 7.8127 1.5286 0.0025 0.0005 0.0005
C -5.4341 1.0891 3.3375 -0.0036 0.0019 -0.0009
H 0.6526 3.0981 -2.4592 -0.0017 0.0017 -0.0002
N 1.3872 -2.3935 -4.1768 0.0167 -0.0170 0.0016
Te -1.9357 2.8935 0.6192 -0.1087 0.0723 0.1405
H -3.5900 -5.2524 -0.4838 -0.0005 -0.0010 -0.0029
C 3.8418 1.3285 -1.0010 -0.0058 -0.0737 -0.0287
Ta -0.4302 0.8095 -0.2399 0.1576 -0.1055 -0.5799
H 0.1648 -3.1914 5.0190 0.0062 0.0032 0.0032
H -0.3049 2.6989 4.9964 -0.0045 -0.0313 0.0325
H 0.0578 0.1824 -5.4450 -0.0005 -0.0007 -0.0007
H -1.7976 5.9388 0.3492 0.0007 0.0020 -0.0009
C 1.8528 1.8158 3.7366 0.0884 -0.0264 0.0758
C -1.1581 5.7428 1.2009 -0.0019 -0.0205 0.0104
H 0.1035 -3.2271 -5.5935 0.0033 -0.0114 0.0031
H 5.8868 0.6971 -0.9021 -0.0017 -0.0002 -0.0020
H 0.4966 -6.4855 -0.9534 0.0014 -0.0029 0.0018
H -4.0721 -2.0403 -3.8572 0.0008 -0.0027 0.0026
H -1.9389 -7.0574 -0.9529 -0.0001 -0.0006 0.0015
C 4.9002 0.6050 -0.4699 0.0024 -0.0056 0.0087
N 0.4628 -1.6137 -3.5373 -0.0069 -0.0346 -0.0281
C 1.5143 2.4798 -2.2384 0.0110 0.0042 0.0035
H -1.8665 -2.6345 -2.8622 -0.0090 -0.0215 0.0285
H 0.3597 1.3393 5.9025 -0.0043 -0.0240 -0.0100
C -0.1837 1.6157 4.9898 0.0216 -0.0371 0.0690
H -5.9764 1.5115 1.2944 -0.0057 0.0009 0.0002
C -2.1149 1.0330 -2.2206 -0.0369 0.0156 0.0480
C -0.1344 4.1954 2.7455 -0.0901 -0.0187 -0.0361
H 3.4296 -4.3489 -3.9203 -0.0014 -0.0019 -0.0028
C 2.4705 -2.5115 -3.3941 -0.0056 0.0219 0.0091
H 2.5529 3.7092 -0.1381 0.0019 0.0006 -0.0047
C 2.3432 0.3573 0.6360 -0.0126 0.0237 0.0485
C -0.8030 -1.2669 -4.1143 0.0217 0.0006 -0.0159
N 0.5110 1.2274 3.7683 0.0483 -0.2073 0.1207
C -1.9450 -1.8984 -3.6506 0.0119 0.0003 -0.0115
H 1.7690 -3.8216 -5.6196 0.0098 0.0058 -0.0040
H -1.1752 1.1669 5.0139 -0.0226 -0.0015 0.0051
H 2.9194 -1.7010 -1.3870 -0.0034 0.0148 0.0085
H -2.7026 -0.7454 4.1357 0.0012 -0.0003 -0.0014
C -3.4411 -0.2096 3.5542 0.0112 0.0519 0.0120
H 0.7956 3.9877 -0.2599 -0.0010 -0.0071 0.0013
C 0.4670 5.2569 3.4062 -0.0440 0.0229 -0.0567
Se -1.8892 -1.1205 1.3440 -0.0741 -0.0260 0.0116
H 2.3243 1.6490 2.7708 0.0213 0.0088 0.0376
C -2.0760 0.0110 -5.6788 0.0035 0.0025 -0.0025
H 0.0146 3.1719 3.0680 -0.1525 0.2399 -0.1842
C 2.5811 1.1968 -0.4466 -0.0269 0.0932 0.0125
H -2.8885 1.0172 -2.9925 0.0277 0.0292 0.0113
H 0.8076 -3.9845 2.7510 -0.0056 -0.0044 -0.0004
Se -3.3137 -2.3266 -0.0756 0.0057 0.0614 -0.0107
C -2.5305 -5.0405 -0.5314 0.0179 -0.0008 -0.0039
H 2.4158 3.0701 -2.3928 0.0015 0.0018 -0.0004
```
Forces are in eV/Å.

As for the total charge: +2. The calculation puts the HOMO-LUMO gap at 6.46 eV. The value obtained for the energy relative to the best compared isomer or geometry (same formula, charge and spin) is 60.1 kJ/mol.



Number 1: LUMO 0.8 eV. Number 2: LUMO 0.3 eV. Number 3: LUMO -5.9 eV.